Record 1
Density functional theory data (ωB97M-V/def2-TZVPD) for a molecular structure, C32H38Cl5N3ORbS at a distorted geometry.

**Gap between HOMO and LUMO**: 5.6 eV
**Relative energy (zero: lowest compared OMol25 entry of this formula, charge and spin)**: 20.02 kcal/mol
**Highest occupied orbital energy**: -3.642 eV
**Max |F|**: 1.3 eV/Å
**LUMO level**: 0.0701 Ha
**DFT total energy**: -4205.034263 Ha
**Charge**: -1

Structure (XYZ):
```
81
Properties=species:S:1:pos:R:3:forces:R:3
Rb 1.0184 -0.1013 -1.0856 -0.6 0.7 1.0
C -1.2845 1.9744 -1.5331 0.0 0.0 0.0
C -0.7168 2.4800 -0.3333 0.0 0.0 0.0
C -1.2362 1.6780 0.7352 0.0 0.0 0.0
C -2.0796 0.7057 0.1402 0.0 0.0 0.0
C -2.1187 0.8843 -1.2516 0.1 -0.1 0.0
C -2.9695 0.0962 -2.2298 0.0 0.0 0.0
C -4.4369 0.5347 -2.0971 0.0 0.0 0.0
C -2.5172 0.3342 -3.6716 0.0 0.0 0.0
C -2.8859 -1.4095 -1.9509 0.0 0.0 0.0
C -1.0471 1.7269 2.2557 0.0 0.0 0.0
C 0.3660 1.2970 2.6795 0.1 0.0 0.0
C -2.0070 0.7422 2.9447 0.0 0.0 0.0
C -1.3714 3.1036 2.8524 -0.1 0.0 0.0
C 0.1493 3.7437 -0.3679 0.0 0.0 0.0
C -0.7107 4.9996 -0.1293 0.0 0.0 0.0
C 0.7907 3.9225 -1.7550 0.0 0.0 0.0
C 1.3213 3.7337 0.6239 0.0 0.1 0.0
H -1.1013 2.3656 -2.5232 0.0 0.0 0.0
H -2.6439 -0.0441 0.6787 0.0 0.0 0.0
H -4.5332 1.6024 -2.3058 0.0 0.0 0.0
H -4.7942 0.3624 -1.0794 0.0 0.0 0.0
H -5.0808 -0.0179 -2.7910 0.0 0.0 0.0
H -2.5930 1.3903 -3.9389 0.0 0.0 0.0
H -3.1404 -0.2382 -4.3651 0.0 0.0 0.0
H -1.4808 0.0166 -3.8103 0.0 0.0 0.0
H -3.1860 -1.6270 -0.9215 0.0 0.0 0.0
H -1.8726 -1.7846 -2.1179 0.0 0.0 0.0
H -3.5551 -1.9625 -2.6187 0.0 0.0 0.0
H 0.5562 0.2761 2.3441 0.0 0.0 0.0
H 0.4686 1.3263 3.7719 0.0 0.0 0.0
H 1.1485 1.9224 2.2512 -0.1 -0.2 0.1
H -1.7988 -0.2900 2.6524 0.0 0.0 0.0
H -3.0477 0.9638 2.7016 0.0 0.0 0.0
H -1.8813 0.8139 4.0295 0.0 0.0 0.0
H -0.6853 3.8781 2.5227 0.0 0.0 0.0
H -1.3202 3.0638 3.9463 0.0 0.0 0.0
H -2.3808 3.4074 2.5656 0.0 0.0 0.0
H -1.4903 5.0557 -0.8915 0.0 0.0 0.0
H -0.1022 5.9104 -0.1852 0.0 0.0 0.0
H -1.2028 4.9747 0.8399 0.0 0.0 0.1
H 0.0438 4.0749 -2.5331 0.0 0.0 0.0
H 1.3951 3.0551 -2.0332 0.0 0.0 0.0
H 1.4443 4.7996 -1.7466 0.0 0.0 0.0
H 1.0003 3.7331 1.6630 0.0 0.1 -0.1
H 1.9418 4.6228 0.4737 0.0 0.0 0.0
H 1.9554 2.8550 0.4722 0.0 0.0 0.0
C 5.0490 -0.7312 3.8570 0.0 0.0 0.0
N 3.8092 -1.4739 3.8905 0.0 0.0 0.0
C 3.3291 -2.1945 4.9623 0.0 0.0 0.0
C 2.1540 -2.7186 4.5980 0.0 0.0 0.0
N 1.8947 -2.3230 3.2837 0.0 0.0 0.0
C 2.9425 -1.5288 2.8338 -0.1 0.1 0.1
S 3.2446 -0.7354 1.4063 0.1 -0.1 -0.1
C 0.7065 -2.7112 2.5934 0.0 0.0 0.0
C -0.1350 -3.6685 3.1629 0.0 0.0 0.0
C -1.3133 -3.9719 2.5060 0.0 0.0 0.0
C -1.6181 -3.3299 1.3181 0.0 0.0 0.0
C -0.7008 -2.4185 0.8297 0.1 0.0 0.0
N 0.4430 -2.1201 1.4478 -0.1 0.1 0.0
H 5.5416 -0.8499 4.8200 0.0 0.0 0.0
H 4.8492 0.3215 3.6623 0.0 0.0 0.0
H 5.6877 -1.1044 3.0578 0.0 0.0 0.0
H 3.8608 -2.2588 5.8943 0.0 0.0 0.0
H 1.4745 -3.3105 5.1756 0.0 0.0 0.0
H 0.1026 -4.1796 4.0814 0.0 0.0 0.0
H -1.9860 -4.7073 2.9286 0.0 0.0 0.0
H -2.5309 -3.5262 0.7740 0.0 0.0 0.0
H -0.9054 -1.8870 -0.0897 0.0 0.0 0.0
Cl 3.4542 -3.6320 -7.6000 0.0 0.0 0.0
C 2.6349 -3.1638 -6.1492 0.0 0.0 0.0
C 3.2120 -2.2538 -5.2663 0.0 0.0 0.0
Cl 4.7652 -1.5842 -5.6304 0.0 0.0 0.0
C 2.5550 -1.8853 -4.1058 0.0 0.0 0.0
Cl 3.2801 -0.7487 -3.0053 0.4 -0.2 -0.4
C 1.2737 -2.3966 -3.7308 0.0 -0.1 0.0
O 0.6862 -2.0644 -2.6698 0.0 -0.4 -0.4
C 0.7215 -3.3205 -4.6761 0.0 0.0 0.0
Cl -0.8310 -3.9678 -4.2840 0.0 0.0 0.0
C 1.3785 -3.6885 -5.8341 0.0 0.0 0.0
Cl 0.6427 -4.8186 -6.9191 0.0 0.0 0.0
```
Forces are in eV/Å.

Calculated atomic charges, method Löwdin, unit e:
1. Rb 0.793
2. C -0.129
3. C -0.222
4. C -0.175
5. C -0.091
6. C -0.281
7. C -0.556
8. C -0.056
9. C -0.055
10. C -0.059
11. C -0.521
12. C -0.058
13. C -0.075
14. C -0.056
15. C -0.533
16. C -0.047
17. C -0.073
18. C -0.058
19. H 0.084
20. H 0.087
21. H 0.082
22. H 0.077
23. H 0.073
24. H 0.078
25. H 0.081
26. H 0.084
27. H 0.066
28. H 0.056
29. H 0.082
30. H 0.039
31. H 0.084
32. H 0.046
33. H 0.066
34. H 0.086
35. H 0.077
36. H 0.046
37. H 0.076
38. H 0.090
39. H 0.085
40. H 0.076
41. H 0.058
42. H 0.074
43. H 0.079
44. H 0.078
45. H 0.050
46. H 0.080
47. H 0.081
48. C -0.062
49. N -0.144
50. C -0.054
51. C -0.049
52. N 0.028
53. C -0.718
54. S 0.632
55. C -0.252
56. C -0.010
57. C -0.060
58. C -0.042
59. C -0.119
60. N 0.119
61. H 0.086
62. H 0.082
63. H 0.081
64. H 0.118
65. H 0.103
66. H 0.091
67. H 0.108
68. H 0.108
69. H 0.061
70. Cl 0.618
71. C -0.736
72. C -0.711
73. Cl 0.651
74. C -0.586
75. Cl 0.614
76. C -0.544
77. O -0.297
78. C -0.610
79. Cl 0.688
80. C -0.709
81. Cl 0.643

=====

Record 2
Density functional theory data (ωB97M-V/def2-TZVPD) for 2 unconnected molecules or ions with the total composition C7H10S at a distorted geometry.

**Gap between HOMO and LUMO**: 9.5 eV
**Relative energy (zero: lowest compared OMol25 entry of this formula, charge and spin)**: 125.64 kcal/mol
**Highest occupied orbital energy**: -8.433 eV
**Max |F|**: 6.5 eV/Å
**LUMO level**: 0.0387 Ha
**DFT total energy**: -670.703342 Ha

Structure (XYZ):
```
18
Properties=species:S:1:pos:R:3:forces:R:3
C 3.0565 0.7471 0.7419 -1.2 0.4 1.5
C 3.1525 0.1835 -0.3926 4.6 -2.7 -3.7
C -1.9319 -0.9496 -0.0198 2.3 2.6 4.2
C 0.5978 -0.3025 -0.1116 0.8 1.3 3.4
C -2.8546 0.2029 0.4745 -0.1 -0.9 -3.8
C 1.8103 0.7160 -0.2030 -1.8 2.2 -1.3
C -0.8037 0.0397 -0.5220 -0.4 -0.7 -0.4
S -1.6170 1.4743 0.2735 0.7 0.4 0.6
H 3.3973 1.0386 1.7436 -0.2 -0.3 -0.8
H 4.1316 -0.4956 -1.2129 -3.5 2.3 2.6
H -1.6161 -1.6094 0.8344 0.1 0.7 -0.8
H -2.4555 -1.5021 -0.6603 -1.5 -2.4 -3.1
H 0.9378 -1.1936 -0.5445 0.3 -1.4 -1.1
H 0.4927 -0.5795 0.9843 0.3 0.3 -0.9
H -3.5428 0.2914 -0.4012 -0.1 0.3 1.0
H -3.4143 0.0349 1.3251 -0.8 0.1 2.1
H 1.5241 1.7733 -0.7158 0.6 -2.5 1.1
H -0.8647 0.1307 -1.5937 -0.1 0.2 -0.5
```
Forces are in eV/Å.

Calculated atomic charges, method natural (NBO), unit e:
1. C -0.218
2. C -0.143
3. C -0.379
4. C -0.437
5. C -0.512
6. C -0.233
7. C -0.297
8. S 0.182
9. H 0.241
10. H 0.203
11. H 0.198
12. H 0.199
13. H 0.211
14. H 0.200
15. H 0.192
16. H 0.212
17. H 0.177
18. H 0.205

=====

Record 3
Density functional theory data (ωB97M-V/def2-TZVPD) for a molecular structure, C20H42N9O2PZn.

**Gap between HOMO and LUMO**: 9.9 eV
**Highest occupied orbital energy**: -14.030 eV
**Max |F|**: 0.5 eV/Å
**LUMO level**: -0.1532 Ha
**DFT total energy**: -3550.876632 Ha
**Charge**: +2

Structure (XYZ):
```
75
Properties=species:S:1:pos:R:3:forces:R:3
Zn -0.3182 0.3173 0.3962 -0.2 0.4 -0.1
C 4.7935 0.5779 -0.4547 0.0 0.0 0.0
N 3.6856 0.3906 -1.3777 -0.1 0.0 0.1
C 4.0125 0.3508 -2.8030 0.0 -0.1 0.0
C 2.6931 -0.0467 -3.4349 0.0 0.1 -0.1
N 1.7375 0.3723 -2.4164 0.0 0.1 0.2
C 0.3593 0.0138 -2.6189 -0.1 0.0 -0.1
C 2.3434 0.3970 -1.1786 0.0 -0.1 0.0
N 1.6401 0.4376 -0.0722 0.1 -0.1 -0.1
C 2.2295 0.7637 1.2314 0.1 -0.1 0.0
C 1.6027 -0.0856 2.3272 0.1 0.0 0.1
N 0.1487 0.0944 2.3434 0.0 0.1 -0.1
C -0.5443 -0.1759 3.4213 -0.1 -0.1 0.0
N -0.1652 -0.8597 4.5228 0.0 0.1 0.1
C 1.0522 -1.6070 4.7866 0.0 -0.1 0.0
C -1.1709 -0.7972 5.5811 0.0 -0.1 0.0
C -2.3715 -0.1568 4.8871 0.0 0.0 0.0
N -1.8552 0.1964 3.5668 0.1 -0.1 -0.1
C -2.4679 1.3163 2.8972 0.0 0.1 -0.1
H 5.7001 0.5920 -1.0556 0.0 0.0 0.1
H 4.8827 -0.2470 0.2507 0.0 0.0 0.0
H 4.7400 1.5259 0.0783 0.0 0.0 0.0
H 4.7958 -0.3852 -2.9796 0.0 0.0 0.0
H 4.3663 1.3273 -3.1442 0.0 0.0 0.0
H 2.6264 -1.1247 -3.6099 0.0 0.0 0.1
H 2.5022 0.4758 -4.3713 0.0 0.0 0.0
H 0.1283 0.1478 -3.6762 0.0 0.0 0.0
H -0.3043 0.6819 -2.0656 0.0 0.0 0.0
H 0.1478 -1.0168 -2.3268 0.0 0.0 0.0
H 2.0665 1.8245 1.4517 0.0 0.0 0.0
H 3.2935 0.5776 1.2835 0.1 0.0 0.0
H 2.0563 0.2126 3.2754 -0.1 0.0 -0.1
H 1.8633 -1.1312 2.1365 0.0 0.0 -0.1
H 1.3927 -2.1420 3.9056 0.0 0.0 0.0
H 0.8156 -2.3476 5.5492 0.0 0.0 0.0
H 1.8547 -0.9755 5.1687 0.0 0.0 0.0
H -0.8063 -0.2071 6.4243 0.0 0.0 0.0
H -1.3876 -1.8036 5.9403 0.0 0.0 0.0
H -2.7095 0.7415 5.4072 0.0 0.0 0.0
H -3.2202 -0.8372 4.7995 0.0 0.0 0.0
H -1.9741 1.5182 1.9522 0.0 -0.1 0.0
H -3.5182 1.1014 2.6952 0.0 0.0 0.0
H -2.4212 2.2224 3.5103 0.0 0.0 0.0
C -2.6408 -1.0895 -2.0391 -0.1 0.0 0.0
P -2.4819 -0.2288 -0.4490 0.1 -0.1 0.1
C -3.5418 1.2342 -0.6514 0.0 0.0 0.0
C -3.3507 -1.3460 0.6941 -0.1 0.0 0.0
H -3.6910 -1.3342 -2.2072 0.0 0.0 0.0
H -2.0604 -2.0104 -2.0324 0.0 0.0 0.0
H -2.2998 -0.4608 -2.8589 0.0 0.0 0.0
H -4.5923 0.9630 -0.5467 0.0 0.0 0.0
H -3.3898 1.6405 -1.6520 0.0 0.0 0.0
H -3.2949 2.0158 0.0638 0.0 0.0 0.0
H -4.4306 -1.2701 0.5581 0.0 0.0 0.0
H -3.1012 -1.1262 1.7306 0.0 0.0 0.0
H -3.0432 -2.3679 0.4795 0.0 0.0 0.0
N 0.1189 3.1588 -0.9500 0.0 -0.1 0.0
C 0.3541 4.4673 -0.7601 0.0 0.0 0.0
C -0.0428 4.7677 0.5213 0.0 -0.1 0.0
C -0.5042 3.5530 1.0390 0.0 0.0 -0.1
N -0.4106 2.5741 0.1428 0.1 -0.1 0.0
H 0.3670 2.6055 -1.7544 0.0 0.0 0.0
H 0.7753 5.0766 -1.5396 0.0 0.1 0.0
H -0.0055 5.7231 1.0083 0.0 0.1 0.0
H -0.8849 3.3476 2.0234 0.0 0.0 0.0
N -0.1405 -4.9129 1.3100 0.0 -0.1 0.1
C 0.6360 -4.6331 0.1065 0.1 -0.1 -0.1
C 0.5383 -3.1612 -0.2546 -0.2 0.1 0.1
O 1.1157 -2.6451 -1.1685 0.1 0.1 -0.1
O -0.3001 -2.4670 0.5421 0.1 -0.1 0.0
H -0.8200 -5.6472 1.1635 0.0 0.0 0.0
H -0.6258 -3.1485 1.1918 0.1 0.0 0.0
H 0.4454 -5.1923 2.0862 0.0 0.0 0.0
H 0.2626 -5.1899 -0.7550 0.0 0.0 0.0
H 1.6947 -4.8801 0.2012 0.0 0.0 0.0
```
Forces are in eV/Å.

Calculated atomic charges, method Löwdin, unit e:
1. Zn 0.576
2. C -0.022
3. N -0.063
4. C -0.101
5. C -0.102
6. N -0.094
7. C -0.085
8. C -0.324
9. N 0.019
10. C -0.197
11. C -0.211
12. N 0.011
13. C -0.332
14. N -0.067
15. C -0.019
16. C -0.089
17. C -0.091
18. N -0.101
19. C -0.055
20. H 0.099
21. H 0.097
22. H 0.099
23. H 0.134
24. H 0.136
25. H 0.137
26. H 0.133
27. H 0.113
28. H 0.024
29. H 0.064
30. H 0.122
31. H 0.085
32. H 0.123
33. H 0.110
34. H 0.081
35. H 0.099
36. H 0.100
37. H 0.135
38. H 0.129
39. H 0.130
40. H 0.129
41. H 0.013
42. H 0.102
43. H 0.106
44. C -0.236
45. P 0.804
46. C -0.233
47. C -0.232
48. H 0.070
49. H 0.051
50. H 0.045
51. H 0.061
52. H 0.057
53. H 0.028
54. H 0.064
55. H 0.024
56. H 0.046
57. N 0.012
58. C -0.058
59. C -0.029
60. C -0.132
61. N -0.028
62. H 0.132
63. H 0.132
64. H 0.110
65. H 0.097
66. N 0.019
67. C -0.132
68. C -0.511
69. O 0.100
70. O 0.012
71. H 0.099
72. H 0.094
73. H 0.097
74. H 0.142
75. H 0.139

=====

Q: Which of these has the lowest highest occupied orbital energy?
A: C20H42N9O2PZn

=====

What did the second record say?
Density functional theory data (ωB97M-V/def2-TZVPD) for 2 unconnected molecules or ions with the total composition C7H10S at a distorted geometry.

**Gap between HOMO and LUMO**: 9.5 eV
**Relative energy (zero: lowest compared OMol25 entry of this formula, charge and spin)**: 125.64 kcal/mol
**Highest occupied orbital energy**: -8.433 eV
**Max |F|**: 6.5 eV/Å
**LUMO level**: 0.0387 Ha
**DFT total energy**: -670.703342 Ha

Structure (XYZ):
```
18
Properties=species:S:1:pos:R:3:forces:R:3
C 3.0565 0.7471 0.7419 -1.2 0.4 1.5
C 3.1525 0.1835 -0.3926 4.6 -2.7 -3.7
C -1.9319 -0.9496 -0.0198 2.3 2.6 4.2
C 0.5978 -0.3025 -0.1116 0.8 1.3 3.4
C -2.8546 0.2029 0.4745 -0.1 -0.9 -3.8
C 1.8103 0.7160 -0.2030 -1.8 2.2 -1.3
C -0.8037 0.0397 -0.5220 -0.4 -0.7 -0.4
S -1.6170 1.4743 0.2735 0.7 0.4 0.6
H 3.3973 1.0386 1.7436 -0.2 -0.3 -0.8
H 4.1316 -0.4956 -1.2129 -3.5 2.3 2.6
H -1.6161 -1.6094 0.8344 0.1 0.7 -0.8
H -2.4555 -1.5021 -0.6603 -1.5 -2.4 -3.1
H 0.9378 -1.1936 -0.5445 0.3 -1.4 -1.1
H 0.4927 -0.5795 0.9843 0.3 0.3 -0.9
H -3.5428 0.2914 -0.4012 -0.1 0.3 1.0
H -3.4143 0.0349 1.3251 -0.8 0.1 2.1
H 1.5241 1.7733 -0.7158 0.6 -2.5 1.1
H -0.8647 0.1307 -1.5937 -0.1 0.2 -0.5
```
Forces are in eV/Å.

Calculated atomic charges, method natural (NBO), unit e:
1. C -0.218
2. C -0.143
3. C -0.379
4. C -0.437
5. C -0.512
6. C -0.233
7. C -0.297
8. S 0.182
9. H 0.241
10. H 0.203
11. H 0.198
12. H 0.199
13. H 0.211
14. H 0.200
15. H 0.192
16. H 0.212
17. H 0.177
18. H 0.205

=====

Q: Which of these has the lowest max |F|?
A: C20H42N9O2PZn

=====

What did the second record say?
Density functional theory data (ωB97M-V/def2-TZVPD) for 2 unconnected molecules or ions with the total composition C7H10S at a distorted geometry.

**Gap between HOMO and LUMO**: 9.5 eV
**Relative energy (zero: lowest compared OMol25 entry of this formula, charge and spin)**: 125.64 kcal/mol
**Highest occupied orbital energy**: -8.433 eV
**Max |F|**: 6.5 eV/Å
**LUMO level**: 0.0387 Ha
**DFT total energy**: -670.703342 Ha

Structure (XYZ):
```
18
Properties=species:S:1:pos:R:3:forces:R:3
C 3.0565 0.7471 0.7419 -1.2 0.4 1.5
C 3.1525 0.1835 -0.3926 4.6 -2.7 -3.7
C -1.9319 -0.9496 -0.0198 2.3 2.6 4.2
C 0.5978 -0.3025 -0.1116 0.8 1.3 3.4
C -2.8546 0.2029 0.4745 -0.1 -0.9 -3.8
C 1.8103 0.7160 -0.2030 -1.8 2.2 -1.3
C -0.8037 0.0397 -0.5220 -0.4 -0.7 -0.4
S -1.6170 1.4743 0.2735 0.7 0.4 0.6
H 3.3973 1.0386 1.7436 -0.2 -0.3 -0.8
H 4.1316 -0.4956 -1.2129 -3.5 2.3 2.6
H -1.6161 -1.6094 0.8344 0.1 0.7 -0.8
H -2.4555 -1.5021 -0.6603 -1.5 -2.4 -3.1
H 0.9378 -1.1936 -0.5445 0.3 -1.4 -1.1
H 0.4927 -0.5795 0.9843 0.3 0.3 -0.9
H -3.5428 0.2914 -0.4012 -0.1 0.3 1.0
H -3.4143 0.0349 1.3251 -0.8 0.1 2.1
H 1.5241 1.7733 -0.7158 0.6 -2.5 1.1
H -0.8647 0.1307 -1.5937 -0.1 0.2 -0.5
```
Forces are in eV/Å.

Calculated atomic charges, method natural (NBO), unit e:
1. C -0.218
2. C -0.143
3. C -0.379
4. C -0.437
5. C -0.512
6. C -0.233
7. C -0.297
8. S 0.182
9. H 0.241
10. H 0.203
11. H 0.198
12. H 0.199
13. H 0.211
14. H 0.200
15. H 0.192
16. H 0.212
17. H 0.177
18. H 0.205